# C7H4Cl2N2O6S4W

A structure of composition C7H4Cl2N2O6S4W (ωB97M-V/def2-TZVPD, the Open Molecules 2025 dataset).

Properties
net charge: +2
HOMO energy (spin up / spin down): -0.5949 / -0.5949 hartree
LUMO level (spin up / spin down): -11.334 / -11.335 eV
Kohn-Sham gap (spin up / spin down): 4.9 / 4.9 eV
energy: -92783.276 eV

Cartesian coordinates (Å):
W1 -1.632 0.172 1.117
O1 2.301 2.973 -2.561
C1 2.532 1.681 -2.543
O2 3.497 1.117 -3.045
C2 1.396 0.757 -1.978
C3 1.388 -0.591 -2.172
N1 0.334 -1.077 -1.407
N2 -0.365 -0.119 -0.813
C4 0.305 1.019 -1.156
C5 -0.041 2.204 -0.344
O3 0.338 3.333 -0.612
O4 -0.831 1.960 0.650
H1 1.438 3.187 -2.111
H2 2.033 -1.176 -2.779
H3 0.172 -2.077 -1.241
S1 -2.217 0.271 3.287
S2 -4.077 1.155 3.161
S3 -3.903 1.304 1.136
S4 -3.799 -0.528 0.302
Cl1 0.654 -0.424 2.050
C6 0.598 -2.120 2.305
Cl2 0.075 -2.782 3.878
C7 -0.316 -2.572 1.169
O5 -0.029 -3.379 0.365
O6 -1.429 -1.767 1.180
H4 1.577 -2.520 2.162

---

# C8H17Cl2FO4P

A cluster of 2 separate species, C8H17Cl2FO4P in total (ωB97M-V/def2-TZVPD, the Open Molecules 2025 dataset).

Properties
net charge: -1
HOMO energy: -0.1305 hartree
LUMO level: 3.143 eV
Kohn-Sham gap: 6.7 eV
energy: -53809.716 eV

Cartesian coordinates (Å):
C1 3.802 -0.934 -0.089
C2 2.874 -1.422 -1.308
O1 1.459 -1.171 -1.143
C3 1.165 0.223 -0.897
C4 1.789 1.365 -1.847
C5 1.883 2.820 -1.127
O2 0.864 3.377 -0.634
F1 3.175 3.486 -1.024
C6 -0.429 0.283 -1.321
O3 -1.021 -0.688 -0.393
P1 -0.268 -0.376 1.173
O4 1.091 0.569 0.525
H1 4.904 -1.117 -0.421
H2 3.724 0.179 0.155
H3 3.647 -1.625 0.821
H4 2.989 -2.578 -1.360
H5 3.322 -1.024 -2.291
H6 1.050 1.525 -2.728
H7 2.803 1.115 -2.314
H8 -0.726 1.371 -1.042
H9 -0.514 0.028 -2.449
H10 -1.289 -1.203 1.818
H11 -1.175 0.763 1.215
H12 0.322 -0.123 2.468
H13 0.505 -1.610 1.232
Cl1 -3.305 -1.853 2.587
C7 -4.759 -1.045 1.952
C8 -4.419 0.191 1.142
Cl2 -3.769 1.501 2.158
H14 -5.410 -0.805 2.796
H15 -5.275 -1.773 1.322
H16 -5.321 0.579 0.663
H17 -3.686 -0.030 0.361